(1)
Below is a cluster of 10 separate species, C9H36F2N19O13S2 in total, with properties calculated with wB97M-V/def2-TZVPD.

Output
HOMO energy in hartree: -0.2655
Spin multiplicity: 1
ΔE to the lowest compared entry with this formula, charge and spin in kJ/mol: 774.2
Charge: -1
LUMO energy in eV: 0.11
Gap between HOMO and LUMO in eV: 7.34

Positions of all 81 atoms, in Å:
N: 0.38 0.81 0.31
S: -0.75 0.16 0.92
O: -0.89 -1.22 1.38
O: -2.04 0.72 0.64
F: -0.50 0.78 2.42
S: 0.19 0.00 -1.16
O: -0.72 0.61 -2.13
O: 0.39 -1.42 -1.21
F: 1.63 0.55 -1.81
C: 3.73 0.92 1.69
O: 4.87 0.73 2.15
N: 3.32 0.28 0.65
N: 2.79 1.51 2.32
H: 2.44 0.63 0.30
H: 3.65 -0.62 0.34
H: 3.12 2.10 3.08
H: 1.85 1.46 1.94
C: -0.13 4.27 0.66
O: -0.23 5.35 1.27
N: -1.11 3.75 -0.01
N: 0.95 3.56 0.44
H: -0.88 2.87 -0.45
H: -2.05 4.12 0.07
H: 1.77 3.93 0.90
H: 0.88 2.55 0.36
C: 4.54 2.17 -2.18
O: 5.58 2.87 -2.16
N: 4.45 0.98 -2.59
N: 3.39 2.63 -1.84
H: 5.34 0.72 -3.00
H: 3.59 0.48 -2.76
H: 2.63 1.97 -1.95
H: 3.28 3.46 -1.28
C: -2.12 2.63 4.91
O: -2.78 3.00 5.85
N: -2.47 1.93 3.82
N: -0.81 2.70 4.93
H: -1.83 1.47 3.19
H: -3.45 1.69 3.79
H: -0.38 3.25 5.66
H: -0.27 2.47 4.10
C: 1.92 -5.10 -1.23
O: 2.94 -4.58 -1.46
N: 1.89 -6.43 -0.96
N: 0.74 -4.51 -1.12
H: 2.70 -7.02 -1.07
H: 0.98 -6.84 -0.86
H: 0.81 -3.50 -1.02
H: 0.04 -5.15 -0.78
C: -1.39 -1.78 -4.62
O: -1.44 -2.63 -3.71
N: -1.59 -2.09 -5.88
N: -1.44 -0.48 -4.47
H: -1.87 -1.31 -6.46
H: -1.75 -3.08 -5.98
H: -1.20 -0.19 -3.53
H: -1.36 0.14 -5.26
C: 2.80 -2.62 2.31
O: 3.39 -2.76 3.35
N: 1.49 -2.55 2.17
N: 3.36 -2.67 1.13
H: 1.06 -2.23 1.31
H: 0.84 -2.73 2.91
H: 4.36 -2.85 1.13
H: 2.79 -2.70 0.30
C: -4.10 2.36 -3.19
O: -3.57 3.41 -3.37
N: -3.64 1.22 -2.66
N: -5.23 2.19 -3.69
H: -2.66 1.14 -2.42
H: -4.25 0.41 -2.67
H: -5.62 2.98 -4.18
H: -5.75 1.33 -3.70
C: -3.58 -1.44 3.71
O: -4.24 -1.41 4.70
N: -3.69 -0.54 2.75
N: -2.69 -2.40 3.51
H: -3.31 -0.76 1.84
H: -4.51 0.03 2.90
H: -2.10 -2.38 2.69
H: -2.50 -3.24 4.05



(2)
Below is a cluster of 2 separate species, C5H10N5 in total, with properties calculated with wB97M-V/def2-TZVPD.

Output
HOMO energy (spin up / spin down) in hartree: -0.3260 / -0.4967
Spin multiplicity: 3
ΔE to the lowest compared entry with this formula, charge and spin in kJ/mol: 308.1
Charge: +1
LUMO energy (spin up / spin down) in eV: -2.96 / -6.18
Gap between HOMO and LUMO (spin up / spin down) in eV: 5.91 / 7.33

Positions of all 20 atoms, in Å:
C: 0.07 1.21 -0.35
C: 1.34 -0.82 0.21
C: -2.14 -0.70 1.27
C: -2.45 -0.73 0.12
C: 1.10 0.65 0.56
N: 0.08 0.77 -1.57
N: 1.17 -1.17 -1.02
N: -0.94 2.01 0.09
N: 1.54 -1.79 1.12
N: 0.76 -0.37 -1.93
H: -1.57 -0.76 2.20
H: -0.56 1.26 -2.16
H: -3.06 -0.78 -0.76
H: 1.98 1.29 0.39
H: 0.88 0.70 1.68
H: -1.18 2.14 1.11
H: -1.69 2.03 -0.68
H: 2.28 -1.84 1.76
H: 1.20 -2.74 0.83
H: 1.18 -0.34 -2.86



(3)
Below is a cluster of 2 separate species, C11H21FINO7S in total, with properties calculated with wB97M-V/def2-TZVPD.

Output
HOMO energy in hartree: -0.3349
Spin multiplicity: 1
LUMO energy in eV: 0.08
Structure (SMILES): CC[C@@H](I)N(CC(=O)OC(C)=O)S(=O)(=O)F.COCCOC
Gap between HOMO and LUMO in eV: 9.19

Positions of all 43 atoms, in Å:
C: -2.63 -3.00 2.76
C: -1.68 -4.13 2.36
C: -0.40 -3.67 1.68
I: 1.04 -5.26 1.47
N: -0.54 -2.96 0.39
C: -0.71 -1.52 0.51
C: 0.64 -0.83 0.33
O: 1.63 -1.42 0.01
O: 0.67 0.54 0.56
C: 0.26 0.92 1.82
C: 0.81 0.21 3.03
O: -0.54 1.80 1.94
S: -1.60 -3.63 -0.69
O: -1.66 -5.03 -0.53
O: -1.23 -3.17 -1.97
F: -3.00 -2.99 -0.39
H: -3.32 -3.32 3.52
H: -2.05 -2.18 3.17
H: -3.22 -2.61 1.94
H: -2.23 -4.88 1.80
H: -1.37 -4.62 3.28
H: 0.07 -2.97 2.36
H: -1.11 -1.20 1.47
H: -1.35 -1.13 -0.27
H: 1.83 0.52 3.22
H: 0.84 -0.87 2.89
H: 0.19 0.42 3.88
C: 3.07 2.75 -2.63
O: 2.64 4.01 -2.15
C: 1.87 4.74 -3.10
C: 0.39 4.63 -2.83
O: -0.08 3.30 -2.99
C: -0.23 2.61 -1.76
H: 3.40 2.17 -1.77
H: 2.26 2.20 -3.12
H: 3.91 2.87 -3.32
H: 2.10 4.40 -4.12
H: 2.17 5.79 -3.02
H: -0.15 5.25 -3.55
H: 0.16 5.00 -1.82
H: -1.13 2.94 -1.25
H: 0.64 2.75 -1.11
H: -0.32 1.55 -1.99



(4)
Below is a structure of composition C30H45NO2P2RuS2, with properties calculated with wB97M-V/def2-TZVPD.

Output
HOMO energy (spin up / spin down) in hartree: -0.3108 / -0.3894
Spin multiplicity: 6
ΔE to the lowest compared entry with this formula, charge and spin in kJ/mol: 0.0
Charge: +1
LUMO energy (spin up / spin down) in eV: -2.77 / -4.11
Gap between HOMO and LUMO (spin up / spin down) in eV: 5.68 / 6.48

Positions of all 83 atoms, in Å:
Ru: 1.54 -1.21 0.01
C: -1.28 -1.37 1.32
C: -0.98 -2.36 0.35
C: 0.87 -2.13 1.79
C: -0.18 -1.24 2.21
C: 0.36 -2.86 0.61
C: -2.62 -0.72 1.49
H: -3.10 -0.55 0.51
H: -2.51 0.27 1.97
H: -3.31 -1.34 2.10
C: -0.14 -0.38 3.40
H: -0.81 -0.71 4.20
H: -0.42 0.65 3.13
H: 0.86 -0.36 3.83
C: 2.10 -2.59 2.45
H: 2.39 -1.93 3.26
H: 2.88 -2.64 1.68
H: 2.01 -3.60 2.88
C: 0.99 -4.12 0.18
H: 0.99 -4.84 1.01
H: 2.02 -3.90 -0.11
H: 0.46 -4.59 -0.66
C: -1.99 -3.00 -0.53
H: -2.59 -3.73 0.04
H: -1.56 -3.53 -1.38
H: -2.71 -2.27 -0.96
C: -2.67 2.94 0.48
C: -3.86 2.56 0.03
C: -4.21 2.56 -1.44
C: -4.03 1.18 -2.11
C: -2.73 0.54 -1.98
C: -1.42 0.98 -1.59
C: -0.73 2.23 -0.95
C: -1.60 3.39 -0.48
H: -3.66 3.29 -2.06
H: -4.20 1.26 -3.20
H: -5.27 2.84 -1.51
H: -2.00 3.91 -1.35
H: -2.37 2.92 1.54
H: -4.65 2.19 0.69
H: -0.92 4.10 0.02
H: -0.13 1.85 -0.10
H: -1.01 0.11 -1.02
H: 0.04 2.63 -1.64
H: -4.80 0.50 -1.71
H: -2.74 -0.48 -2.38
P: -0.25 0.46 -3.16
C: -0.35 2.10 -3.97
C: -0.95 -0.60 -4.48
P: 1.78 -1.58 -1.99
C: 1.46 -0.03 -2.99
C: 0.89 -2.99 -2.76
C: 3.55 -1.78 -2.40
H: 0.51 2.71 -3.64
H: -1.30 2.61 -3.73
H: -0.31 1.97 -5.06
H: -0.44 -0.24 -5.38
H: -2.04 -0.47 -4.60
H: -0.70 -1.66 -4.34
H: 3.75 -1.47 -3.43
H: 3.86 -2.82 -2.23
H: 4.10 -1.13 -1.72
H: 1.92 0.81 -2.44
H: 1.90 -0.08 -4.00
H: 1.46 -3.92 -2.59
H: 0.68 -2.90 -3.84
H: -0.06 -3.09 -2.23
O: -0.17 2.72 2.52
S: 1.21 3.10 2.23
O: 1.47 4.49 1.95
N: 1.82 2.09 1.05
C: 2.75 1.27 1.51
S: 3.41 0.00 0.56
C: 3.06 1.41 2.94
C: 3.67 0.47 3.80
C: 3.51 0.62 5.18
C: 2.75 1.68 5.70
C: 2.09 2.58 4.85
C: 2.25 2.43 3.48
H: 4.28 -0.32 3.36
H: 3.98 -0.11 5.86
H: 2.65 1.80 6.78
H: 1.46 3.39 5.20



(5)
Below is a structure of composition C17H25NO3, with properties calculated with wB97M-V/def2-TZVPD.

Output
HOMO energy in hartree: -0.2936
Spin multiplicity: 1
ΔE to the lowest compared entry with this formula, charge and spin in kJ/mol: 1829.9
LUMO energy in eV: 0.80
Gap between HOMO and LUMO in eV: 8.79

Positions of all 46 atoms, in Å:
C: -2.20 -3.23 0.25
C: -3.49 -2.65 0.27
H: -4.05 -2.74 -0.67
H: -4.13 -3.09 1.11
O: -3.58 -1.41 0.36
C: -3.56 -0.52 -0.51
O: -3.55 -0.97 -1.53
C: -3.56 1.06 -0.33
H: -4.54 1.43 -0.71
C: -3.43 1.31 1.28
C: -2.12 1.32 1.85
C: -1.14 1.99 0.89
N: -1.06 1.39 -0.53
C: -2.38 1.88 -0.92
H: -2.62 2.85 -1.02
H: -2.48 1.46 -1.88
C: -0.46 0.13 -0.70
C: 0.95 0.24 -0.41
C: 1.87 1.46 -0.99
C: 3.10 1.42 -0.58
C: 3.70 0.31 -0.12
C: 2.85 -0.66 0.56
C: 1.60 -0.64 0.24
H: 0.95 -1.54 0.70
H: 3.40 -1.42 0.69
O: 5.18 0.47 0.13
C: 5.85 -0.81 0.69
C: 6.11 -1.59 -0.33
H: 5.05 -2.24 -0.49
H: 6.72 -2.56 0.23
H: 6.58 -1.26 -1.23
H: 6.76 -0.19 0.84
H: 5.39 -0.96 1.63
H: 3.72 2.07 -1.05
H: 1.26 2.11 -1.43
H: -0.63 0.32 -1.78
H: -0.93 -0.54 -0.37
H: -1.23 2.99 1.36
H: -0.04 1.75 1.37
H: -2.12 1.57 2.96
H: -1.75 -0.02 1.96
H: -3.87 2.48 1.66
H: -4.29 0.70 1.86
H: -2.37 -4.45 0.09
H: -1.77 -2.94 0.98
H: -1.59 -2.90 -0.72



(6)
Below is the ion C3H6NO2 with charge -1, with properties calculated with wB97M-V/def2-TZVPD.

Output
HOMO energy in hartree: -0.1419
Spin multiplicity: 1
ΔE to the lowest compared entry with this formula, charge and spin in kJ/mol: 40.2
Charge: -1
LUMO energy in eV: 4.08
Structure (SMILES): NCCC(=O)[O-]
Gap between HOMO and LUMO in eV: 7.94

Positions of all 12 atoms, in Å:
N: -0.18 -0.72 -1.83
C: 0.28 -0.55 -0.42
C: -0.22 0.74 0.22
C: 0.14 0.80 1.74
O: -0.49 1.67 2.37
O: 1.04 0.04 2.15
H: -1.18 -0.86 -1.79
H: 0.28 -1.54 -2.19
H: -0.06 -1.39 0.21
H: 1.37 -0.57 -0.33
H: -1.30 0.82 0.11
H: 0.32 1.57 -0.23